Formula: C38H39BrF5HfN4OPSe
Source: the Open Molecules 2025 dataset
Level of theory: ωB97M-V/def2-TZVPD

Summary:
LUMO level: -5.72 eV
Frontier orbital gap: 0.2628 hartree
Total charge: +2
HOMO energy: -12.88 eV

Geometry as XYZ:
```
91
Properties=species:S:1:pos:R:3:forces:R:3
Hf 0.916220 0.689854 0.366517 -1.513 -2.385 -0.502
C 1.459172 2.342267 2.921944 -0.267 0.003 0.284
C 2.889605 2.072758 2.512146 0.259 0.239 0.252
N 2.987941 1.167575 1.331831 1.082 -0.402 -0.116
C 4.030737 1.614435 0.328927 0.168 -0.096 0.917
C 3.402684 2.149016 -0.943660 0.214 -0.511 -0.898
N 1.968137 2.461976 -0.700672 0.418 0.287 -0.338
C 1.918820 3.757717 0.027216 0.237 0.467 -0.107
C 0.828327 3.815956 1.056457 -0.680 -0.180 0.195
N 0.591492 2.480826 1.717882 0.276 1.646 0.734
H 1.455803 3.267225 3.502596 -0.183 -0.008 0.064
H 1.046828 1.554199 3.552314 0.150 0.074 -0.236
H 3.412832 1.650610 3.373745 0.058 -0.021 -0.132
H 3.386813 3.024938 2.288342 -0.066 -0.321 -0.023
H 3.288447 0.246497 1.700677 -0.368 0.625 -0.417
H 4.693559 0.775209 0.099023 -0.155 0.160 0.072
H 4.639059 2.402453 0.788007 -0.010 -0.318 0.015
H 3.495355 1.396826 -1.752850 -0.245 0.483 0.406
H 3.955076 3.056862 -1.240332 -0.360 -0.333 -0.177
H 1.523685 2.601451 -1.607426 0.084 -0.082 -0.005
H 1.759020 4.567450 -0.693798 0.174 -0.059 0.135
H 2.884319 3.948644 0.513875 -0.216 -0.206 -0.360
H -0.101204 4.115418 0.577249 0.063 0.018 0.255
H 1.102586 4.577316 1.785815 -0.187 -0.029 0.194
H -0.386825 2.466300 2.027477 0.471 0.027 0.021
O -5.651163 0.772160 1.409087 1.760 -0.262 0.774
C -4.280394 0.783856 1.406937 -0.838 -0.311 -0.050
C -3.486996 -0.060843 2.205953 -0.611 0.382 -0.562
C -2.143540 -0.123360 1.954490 0.945 0.153 -0.092
N -1.471865 0.661471 1.041068 -0.627 -0.283 -0.251
C -2.261885 1.498635 0.358955 -0.282 0.300 -0.284
Br -1.506301 2.649189 -1.034627 -0.096 -0.733 0.836
C -3.621634 1.619730 0.497256 -0.566 0.143 0.028
H -5.954904 0.181165 2.133646 0.040 0.480 -0.587
H -3.954489 -0.702637 2.943659 0.213 -0.070 -0.019
H -1.531267 -0.845230 2.493308 -0.022 0.311 -0.230
H -4.197511 2.331887 -0.083515 0.115 -0.173 -0.062
C 1.012943 1.501802 -3.801622 0.189 0.197 -0.112
C 0.792201 0.089585 -4.254372 0.221 -0.666 -0.099
C 1.290877 -0.216699 -5.527068 -0.183 -0.036 0.030
C 1.051433 -1.447823 -6.113830 0.019 -0.076 -0.168
C 0.300764 -2.421106 -5.456013 -0.083 0.476 0.540
C -0.201201 -2.114380 -4.188890 0.282 -0.200 -0.116
C 0.106901 -0.908726 -3.531614 0.036 0.710 -1.139
P -0.584881 -0.703648 -1.850354 0.604 0.288 -0.409
C -2.373497 -0.546005 -2.292572 -0.874 -0.620 0.656
C -2.646340 0.318081 -3.364801 0.107 0.076 -0.361
C -3.939150 0.583805 -3.824769 0.049 -0.530 0.855
C -5.009110 0.013403 -3.119630 0.451 0.105 0.049
C -4.768629 -0.836373 -2.040476 -0.015 0.395 -0.632
C -3.474505 -1.158629 -1.631596 0.238 0.489 -0.276
C -3.407978 -2.129101 -0.498428 -0.008 -0.451 0.309
C -0.003781 -2.277416 -1.173254 -0.136 -1.049 0.359
C -0.742639 -3.469936 -1.186985 0.311 -0.013 0.148
C -0.267486 -4.596423 -0.520971 0.361 0.206 -0.145
C 1.012920 -4.576358 0.062295 -0.434 0.157 0.224
C 1.780288 -3.414540 0.052358 -0.420 -0.140 -0.575
C 1.303502 -2.278412 -0.627642 -0.910 0.109 0.405
C 2.083990 -1.027812 -0.706952 0.935 1.032 0.794
H 2.052950 1.662343 -3.487252 -0.130 -0.047 0.127
H 0.310013 1.789709 -3.017164 0.046 0.076 -0.031
H 0.877518 2.159401 -4.669954 -0.127 0.008 0.341
H 1.853013 0.547370 -6.074343 -0.259 -0.279 0.151
H 1.400635 -1.626011 -7.124394 0.120 -0.084 0.116
H 0.125994 -3.392075 -5.917149 -0.152 0.310 0.119
H -0.868599 -2.817799 -3.696925 0.315 -0.040 -0.079
H -1.798419 0.774196 -3.874230 -0.237 -0.068 -0.057
H -4.118014 1.200423 -4.700497 0.123 -0.005 0.217
H -6.027154 0.250863 -3.390977 -0.065 -0.076 -0.128
H -5.612763 -1.276869 -1.510097 0.182 0.090 -0.136
H -4.295759 -1.996863 0.122946 0.159 0.020 0.133
H -2.511335 -2.047229 0.110075 -0.002 0.027 0.065
H -3.455028 -3.168520 -0.847649 -0.011 0.243 -0.006
H -1.664818 -3.497834 -1.758297 0.014 -0.133 0.365
H -0.885835 -5.486023 -0.425654 0.197 0.095 -0.278
H 1.372067 -5.486687 0.544295 -0.020 0.353 -0.016
H 2.734649 -3.357240 0.577436 -0.155 -0.147 -0.335
H 2.216386 -0.724577 -1.755010 0.312 -0.118 0.046
H 3.060949 -1.202997 -0.207182 -0.280 0.210 -0.598
F 1.230266 -1.055439 8.439200 -0.012 0.142 -1.234
C 1.243081 -0.983677 7.093700 0.411 -0.194 0.743
C 2.257585 -1.633450 6.379318 -0.068 0.070 0.171
F 3.207901 -2.304526 7.038326 -0.562 0.395 -0.450
C 2.246375 -1.580727 4.983070 0.397 -0.678 -0.016
F 3.214926 -2.276720 4.320627 -0.940 0.809 0.550
C 1.229931 -0.923289 4.291030 -0.265 0.393 -1.019
Se 1.151867 -1.207852 2.309863 -0.111 -0.026 1.271
C 0.251319 -0.249848 5.035954 0.113 -0.019 -0.379
F -0.749270 0.448854 4.407900 0.694 -0.517 0.374
C 0.262051 -0.262890 6.420339 -0.875 0.311 0.620
F -0.715643 0.372895 7.120363 1.014 -0.597 -0.715
```
Positions in Å, forces in eV/Å.

Results of the Mulliken charge analysis, in e, for atoms 1 through 4: number 1, Hf, carries 1.8681; number 2, C, carries -0.3233; number 3, C, carries -0.7330; number 4, N, carries -0.3944